DFT (the ωB97M-V functional and the def2-TZVPD basis) results for a molecular structure, C33H20F15N6O6V.

XYZ file:
```
81
Properties=species:S:1:pos:R:3:mulliken_spin:R:1
V -0.018 -0.263 0.381 1.851
O -4.466 -2.665 -1.755 0.000
C -4.097 -1.826 -2.760 -0.001
C -4.775 -1.847 -3.975 0.000
C -4.386 -1.025 -5.016 0.000
C -3.298 -0.177 -4.860 0.001
C -2.620 -0.165 -3.656 0.000
C -3.007 -0.969 -2.582 -0.007
C -2.219 -0.884 -1.317 0.003
O -1.035 -0.432 -1.416 -0.011
N -2.779 -1.282 -0.198 0.009
N -1.875 -1.128 0.783 -0.017
C -2.102 -1.565 1.958 0.015
C -1.071 -1.331 2.953 0.024
C -1.233 -1.764 4.267 0.005
C -0.252 -1.466 5.197 0.000
C 0.849 -0.735 4.787 0.009
C 0.941 -0.353 3.454 0.036
N 0.026 -0.656 2.550 -0.014
H -5.201 -3.207 -2.063 0.000
H -5.614 -2.523 -4.098 0.000
H -4.930 -1.057 -5.950 0.000
H -2.978 0.463 -5.668 0.000
H -1.758 0.471 -3.516 0.002
H -3.035 -2.061 2.214 -0.001
H -2.123 -2.310 4.543 0.000
H -0.353 -1.787 6.225 0.000
H 1.633 -0.454 5.476 0.000
H 1.783 0.224 3.098 -0.009
O 3.973 4.940 -2.686 0.143
N 4.614 4.128 -1.987 0.078
O 5.850 4.227 -1.855 0.147
C 3.965 3.073 -1.348 0.058
C 4.757 2.191 -0.604 0.308
C 4.205 1.093 0.063 -0.046
C 4.952 0.135 0.790 0.099
C 4.306 -0.929 1.363 -0.064
C 2.915 -1.055 1.239 0.190
N 2.188 -0.152 0.592 -0.057
C 2.809 0.879 0.017 0.048
C 1.984 1.775 -0.735 0.024
N 0.680 1.468 -0.716 0.012
C -0.158 2.208 -1.419 0.052
C 0.278 3.296 -2.163 -0.002
C 1.615 3.637 -2.177 0.028
C 2.533 2.867 -1.441 -0.001
H 5.819 2.371 -0.574 0.041
H 6.025 0.243 0.865 0.005
H 4.855 -1.690 1.900 0.000
H 2.374 -1.902 1.635 0.021
H -1.198 1.923 -1.365 0.005
H -0.444 3.879 -2.715 0.001
H 1.979 4.481 -2.737 0.013
F -0.916 1.511 4.070 0.000
C -1.958 1.961 3.340 0.006
F -2.538 2.945 4.061 0.000
F -2.841 0.959 3.276 0.000
C -1.495 2.389 1.897 -0.015
O -1.347 1.335 1.128 -0.028
C -2.598 3.346 1.325 0.000
F -2.594 4.576 1.884 0.000
F -3.817 2.826 1.521 0.000
F -2.458 3.530 0.011 0.001
C -0.176 3.206 2.048 0.018
F -0.168 4.035 3.114 0.000
F 0.877 2.381 2.185 0.010
F 0.066 3.958 0.967 0.001
C -0.560 -3.542 -1.540 0.006
C 0.665 -3.155 -0.696 -0.006
O 0.473 -2.196 0.240 -0.019
C 1.804 -2.741 -1.665 0.018
F 1.885 -3.533 -2.759 0.000
F 1.604 -1.491 -2.113 0.010
F 3.026 -2.766 -1.100 0.000
C 1.097 -4.425 0.068 -0.003
F 0.053 -4.941 0.742 0.000
F 2.062 -4.198 0.972 -0.001
F 1.552 -5.401 -0.752 0.000
H -0.706 -2.810 -2.329 0.000
H -1.435 -3.549 -0.895 0.000
H -0.440 -4.524 -1.999 0.000
```

Properties
Charge ... -1
2S+1 ... 4
E_tot ... -4491.7546 Ha
LUMO energy (alpha / beta) ... 1.575 / 1.549 eV
HOMO-LUMO gap (alpha / beta) ... 4.550 / 7.382 eV
<S²> ... 3.798
F_max ... 0.9 eV/A
HOMO level (alpha / beta) ... -2.9746 / -5.8333 eV

=====

DFT (the ωB97M-V functional and the def2-TZVPD basis) results for a molecular structure, C33H20N4O10S7SiTc.

XYZ file:
```
76
Properties=species:S:1:pos:R:3:mulliken_spin:R:1
Tc -0.757 0.673 0.380 1.017
S -2.898 0.357 -0.528 -0.054
C -3.622 -0.678 0.655 -0.004
C -4.836 -1.329 0.289 0.002
N -5.810 -1.855 -0.032 -0.003
C -3.097 -0.859 1.906 0.026
S -1.626 -0.069 2.399 -0.088
C -3.767 -1.666 2.865 -0.001
N -4.308 -2.327 3.640 0.011
O 2.661 1.658 2.655 -0.002
C 1.583 1.783 2.079 0.023
O 1.123 0.928 1.243 0.033
C 0.775 3.046 2.361 0.010
C 1.322 3.896 3.291 0.003
C 0.729 5.121 3.585 0.000
C -0.406 5.541 2.923 -0.002
C -0.971 4.705 1.981 -0.006
C -0.443 3.396 1.688 -0.012
O -1.054 2.626 0.877 -0.012
N -2.158 5.228 1.306 -0.001
O -2.699 4.569 0.443 0.002
O -2.491 6.384 1.566 0.000
N 1.319 5.987 4.581 0.000
O 2.331 5.612 5.151 0.000
O 0.775 7.056 4.822 0.000
H 2.237 3.587 3.774 0.000
H -0.850 6.498 3.129 -0.001
O -0.217 -1.028 -0.187 0.052
Si 0.330 -2.532 -0.218 -0.013
C 0.763 -3.036 1.537 0.007
C 0.488 -4.285 2.092 0.000
C 0.865 -4.590 3.394 0.000
C 1.530 -3.643 4.160 0.000
C 1.811 -2.393 3.625 0.001
C 1.428 -2.091 2.327 -0.002
C -0.983 -3.675 -0.932 0.008
C -2.116 -3.972 -0.169 0.008
C -3.185 -4.674 -0.704 0.000
C -3.134 -5.108 -2.022 0.001
C -2.021 -4.822 -2.800 0.000
C -0.962 -4.105 -2.259 -0.001
C 1.884 -2.522 -1.276 0.001
C 2.503 -1.295 -1.525 0.005
C 3.691 -1.233 -2.242 0.001
C 4.276 -2.395 -2.726 0.000
C 3.673 -3.623 -2.487 0.000
C 2.489 -3.681 -1.764 0.000
H -0.036 -5.033 1.505 0.000
H 0.632 -5.562 3.812 0.000
H 1.817 -3.875 5.180 0.000
H 2.319 -1.644 4.222 0.000
H 1.636 -1.101 1.925 -0.005
H -2.180 -3.624 0.858 -0.002
H -4.065 -4.856 -0.099 0.000
H -3.970 -5.652 -2.447 0.000
H -1.983 -5.145 -3.835 0.000
H -0.109 -3.865 -2.887 0.000
H 2.052 -0.381 -1.149 -0.003
H 4.159 -0.272 -2.419 0.000
H 5.202 -2.346 -3.287 0.000
H 4.126 -4.535 -2.861 0.000
H 2.032 -4.649 -1.577 0.000
C 0.305 2.039 -5.652 0.000
S -0.568 3.622 -5.760 0.000
C -0.160 4.290 -4.184 0.000
C -0.540 3.818 -2.982 -0.001
S -1.633 2.462 -2.710 -0.001
S 0.106 4.649 -1.585 0.001
C 0.986 5.865 -2.439 0.000
S 1.839 7.076 -1.725 0.000
S 0.899 5.673 -4.164 0.000
H 0.166 1.552 -6.618 0.000
H -0.114 1.420 -4.864 0.000
H 1.367 2.199 -5.477 0.000
O 0.098 1.465 -1.180 -0.007
O -0.559 1.245 -2.457 0.007
```

Properties
Charge ... -2
2S+1 ... 2
E_tot ... -5398.5871 Ha
LUMO energy (alpha / beta) ... 3.195 / 3.473 eV
HOMO-LUMO gap (alpha / beta) ... 6.512 / 6.798 eV
<S²> ... 0.820
F_max ... 0.9 eV/A
HOMO level (alpha / beta) ... -3.3169 / -3.3244 eV

=====

DFT (the ωB97M-V functional and the def2-TZVPD basis) results for a molecular structure, C33H21BrN5OReS3.

XYZ file:
```
65
Properties=species:S:1:pos:R:3:mulliken_spin:R:1
Re -0.873 0.222 -0.238 0.029
S -5.105 -3.373 -2.015 0.000
C -6.068 -4.745 -2.326 -0.003
C -5.337 -5.893 -2.336 0.001
C -3.967 -5.660 -2.087 -0.002
C -3.667 -4.337 -1.890 0.000
C -2.372 -3.745 -1.584 -0.002
C -2.273 -2.377 -1.263 0.061
N -1.138 -1.780 -0.948 -0.049
C -0.001 -2.519 -0.914 0.043
C 0.012 -3.885 -1.228 -0.013
C 1.262 -4.587 -1.167 -0.009
C 2.403 -3.945 -0.835 0.002
C 2.410 -2.542 -0.538 -0.021
C 3.574 -1.830 -0.233 0.035
C 3.509 -0.463 0.004 0.007
C 2.244 0.140 -0.038 0.094
N 1.111 -0.511 -0.281 -0.016
C 1.196 -1.843 -0.564 0.024
C 4.698 0.331 0.293 0.004
C 6.006 -0.076 0.319 -0.004
C 6.908 0.964 0.637 0.002
C 6.281 2.152 0.849 -0.004
S 4.588 2.023 0.670 -0.002
C -1.199 -4.487 -1.577 0.030
H -7.128 -4.627 -2.487 0.000
H -5.762 -6.871 -2.509 0.000
H -3.231 -6.451 -2.047 0.000
H -3.163 -1.761 -1.258 0.002
H 1.267 -5.646 -1.391 -0.001
H 3.344 -4.478 -0.792 0.000
H 4.519 -2.355 -0.191 0.002
H 2.152 1.202 0.145 -0.025
H 6.327 -1.087 0.115 0.000
H 7.978 0.833 0.704 0.000
H 6.719 3.104 1.100 0.000
H -1.207 -5.537 -1.841 0.002
S -1.486 -0.611 2.148 0.024
C -2.330 0.763 2.563 0.006
N -2.900 1.720 2.879 -0.015
O -3.522 1.107 -1.080 0.034
N -2.475 0.751 -0.696 0.048
C -0.474 2.241 0.501 0.263
C 0.305 2.671 1.633 0.027
C 1.001 1.721 2.412 0.101
C 1.817 2.099 3.456 -0.048
C 1.967 3.442 3.782 0.118
C 1.299 4.403 3.034 -0.058
C 0.493 4.032 1.979 0.138
H 0.853 0.670 2.215 0.012
H 2.332 1.348 4.040 -0.002
H 2.594 3.733 4.614 0.007
H 1.416 5.450 3.279 -0.001
H 0.025 4.812 1.394 0.008
Br -2.246 4.536 -3.821 -0.001
C -2.295 4.283 -1.956 -0.004
C -3.261 4.905 -1.178 0.028
C -3.238 4.668 0.188 -0.009
C -2.284 3.844 0.737 0.040
N -1.359 3.235 -0.042 0.049
C -1.361 3.460 -1.375 0.058
H -4.011 5.537 -1.631 0.001
H -3.983 5.106 0.836 0.000
H -2.288 3.571 1.782 -0.001
H -0.606 2.945 -1.949 -0.009
```

Properties
Charge ... +1
2S+1 ... 2
E_tot ... -5465.7752 Ha
LUMO energy (alpha / beta) ... -3.715 / -4.136 eV
HOMO-LUMO gap (alpha / beta) ... 5.762 / 6.379 eV
<S²> ... 1.067
F_max ... 3.3 eV/A
HOMO level (alpha / beta) ... -9.4774 / -10.5154 eV

=====

DFT (the ωB97M-V functional and the def2-TZVPD basis) results for a molecular structure, C33H21Cl2N5O3S2Ti.

XYZ file:
```
67
Properties=species:S:1:pos:R:3:mulliken_spin:R:1
Ti 1.080 0.457 1.053 0.723
Cl 0.369 2.429 -5.419 0.000
C 0.625 1.460 -4.002 0.001
C 0.795 2.097 -2.779 -0.009
C 1.018 1.331 -1.642 0.011
N 1.258 1.777 -0.374 -0.048
C 1.999 2.876 -0.062 0.068
O 2.017 3.963 -0.659 0.108
C 2.915 2.533 1.039 0.219
C 3.885 3.419 1.512 -0.099
C 4.891 2.959 2.331 0.162
C 4.912 1.591 2.656 0.005
C 3.891 0.784 2.207 0.082
N 2.902 1.212 1.419 0.051
C 1.127 -0.095 -1.740 0.011
C 0.937 -0.704 -2.977 -0.017
C 0.681 0.080 -4.095 0.002
Cl 0.450 -0.692 -5.631 0.000
N 1.436 -0.686 -0.547 0.005
C 1.842 -1.963 -0.368 0.012
O 2.164 -2.788 -1.236 0.071
C 1.846 -2.273 1.074 0.299
C 2.231 -3.510 1.580 -0.145
C 2.068 -3.794 2.920 0.248
C 1.427 -2.822 3.720 -0.052
C 1.087 -1.614 3.169 0.147
N 1.341 -1.287 1.888 0.013
H 0.775 3.174 -2.702 0.001
H 3.824 4.451 1.199 0.003
H 5.652 3.624 2.716 0.025
H 5.698 1.186 3.277 0.003
H 3.869 -0.274 2.461 0.027
H 1.005 -1.776 -3.069 -0.003
H 2.658 -4.225 0.894 -0.004
H 2.395 -4.733 3.345 0.033
H 1.194 -3.028 4.755 -0.006
H 0.585 -0.856 3.770 0.021
S 1.962 1.224 4.512 0.010
C 0.704 2.095 3.805 0.008
C 0.016 3.049 4.602 -0.001
C -1.017 3.771 4.079 0.000
C -1.362 3.566 2.735 -0.006
C -0.657 2.627 2.014 0.004
N 0.336 1.881 2.512 0.018
H 0.336 3.160 5.629 0.000
H -1.563 4.485 4.687 0.000
H -2.171 4.117 2.279 0.000
H -0.918 2.442 0.972 -0.004
C -4.327 -2.352 -5.232 0.000
C -5.344 -3.370 -4.807 0.000
O -5.729 -4.298 -5.489 0.000
S -6.105 -3.098 -3.203 0.000
C -4.806 -2.288 -2.274 0.008
C -4.914 -0.944 -1.946 -0.003
C -3.922 -0.335 -1.207 0.007
C -2.808 -1.066 -0.774 -0.038
C -2.700 -2.416 -1.143 0.012
C -3.694 -3.023 -1.876 0.001
C -1.793 -0.486 0.014 0.059
C -0.899 -0.040 0.716 -0.044
H -3.679 -2.793 -5.988 0.000
H -3.729 -1.987 -4.399 0.000
H -4.849 -1.497 -5.671 0.000
H -5.784 -0.394 -2.273 0.000
H -3.991 0.716 -0.963 0.001
H -1.817 -2.965 -0.845 -0.003
H -3.623 -4.067 -2.147 0.000
```

Properties
Charge ... -2
2S+1 ... 3
E_tot ... -4336.0020 Ha
LUMO energy (alpha / beta) ... 3.817 / 3.816 eV
HOMO-LUMO gap (alpha / beta) ... 3.957 / 5.955 eV
<S²> ... 2.042
F_max ... 1.8 eV/A
HOMO level (alpha / beta) ... -0.1404 / -2.1380 eV